(1)
Density functional theory data (wB97M-V/def2-TZVPD) for an isolated molecule of C20H31N3O7S.

Highest occupied orbital energy in eV: -8.9603
Calculated total energy in eV: -50881.0284
Total charge: 0
ΔE to the lowest compared entry with this formula, charge and spin in kJ/mol: 15.24
2S+1: 1
SMILES: COCCN(CCOC)C(=O)[C@H]1CCCN(S(=O)(=O)c2ccc(NC(=O)OC)cc2)C1
Frontier orbital gap in eV: 9.392

Geometry (Å):
C1 4.4670 3.5157 -3.7167
O1 3.0724 3.6205 -3.8755
C2 2.3567 2.4447 -3.5875
C3 2.2885 2.1279 -2.0826
N1 1.4830 0.9545 -1.8067
C4 0.0447 1.0962 -1.8823
C5 -0.5640 0.6814 -3.2322
O2 -0.8302 1.8447 -3.9856
C6 -1.4134 1.5712 -5.2336
C7 2.1279 -0.2249 -1.6134
O3 3.3436 -0.2998 -1.6161
C8 1.2615 -1.4415 -1.3233
C9 1.9475 -2.7392 -1.7574
C10 1.0487 -3.9222 -1.4041
C11 0.7372 -3.9243 0.0921
N2 0.1922 -2.6574 0.5381
S1 -1.4443 -2.4028 0.2772
O4 -2.1063 -3.6664 0.3978
O5 -1.7027 -1.6196 -0.9078
C12 -1.8218 -1.3817 1.6937
C13 -1.5838 -1.8805 2.9606
C14 -1.8590 -1.1063 4.0716
C15 -2.3782 0.1791 3.9074
N3 -2.6751 1.0072 4.9841
C16 -2.5113 0.7658 6.3203
O6 -2.0662 -0.2251 6.8315
O7 -2.9382 1.8503 7.0038
C17 -2.8320 1.7593 8.4183
C18 -2.6178 0.6695 2.6220
C19 -2.3395 -0.1123 1.5180
C20 1.0077 -1.5179 0.1918
H1 4.7585 3.4428 -2.6638
H2 4.8906 4.4243 -4.1413
H3 4.8612 2.6444 -4.2525
H4 2.8018 1.5846 -4.1104
H5 1.3480 2.6206 -3.9691
H6 3.2907 1.9169 -1.7032
H7 1.8731 2.9886 -1.5516
H8 -0.1954 2.1513 -1.7351
H9 -0.4327 0.5201 -1.0891
H10 0.1321 0.0305 -3.7826
H11 -1.4949 0.1218 -3.0612
H12 -1.5835 2.5322 -5.7144
H13 -2.3676 1.0435 -5.1170
H14 -0.7485 0.9619 -5.8580
H15 0.2994 -1.3724 -1.8287
H16 2.9113 -2.8244 -1.2518
H17 2.1366 -2.7149 -2.8321
H18 0.1081 -3.8429 -1.9544
H19 1.5302 -4.8624 -1.6764
H20 -0.0074 -4.6834 0.3333
H21 1.6471 -4.1120 0.6717
H22 -1.1868 -2.8774 3.0612
H23 -1.6787 -1.4822 5.0646
H24 -3.0658 1.9129 4.7610
H25 -3.4197 0.9182 8.7904
H26 -3.2175 2.6976 8.8079
H27 -1.7903 1.6200 8.7132
H28 -3.0240 1.6621 2.4936
H29 -2.5238 0.2432 0.5163
H30 0.4901 -0.6274 0.5569
H31 1.9632 -1.6041 0.7190

***

(2)
Density functional theory data (wB97M-V/def2-TZVPD) for an isolated molecule of C20H31N3S.

Highest occupied orbital energy in eV: -7.7587
Calculated total energy in eV: -36549.9720
Total charge: 0
2S+1: 1
SMILES: CCCN1[C@@H]2CCC[C@H]1C[C@H](NC(=S)Nc1cc(C)ccc1C)C2
Frontier orbital gap in eV: 8.474

Geometry (Å):
C1 5.4400 -0.8554 -1.6097
C2 3.9431 -0.6525 -1.4181
C3 3.2489 -1.9626 -1.0329
N1 1.8369 -1.7468 -0.7830
C4 1.2245 -2.5506 0.2613
C5 0.9725 -3.9975 -0.1981
C6 0.1095 -4.0308 -1.4564
C7 0.7084 -3.1174 -2.5222
C8 0.9863 -1.7100 -1.9633
C9 -0.3195 -0.9623 -1.6114
C10 -0.3857 -0.6145 -0.1177
N2 0.5819 0.4224 0.2034
C11 0.4454 1.7393 -0.0540
S1 1.7619 2.6469 -0.4949
N3 -0.7675 2.3541 0.0335
C12 -1.8549 2.0496 0.8600
C13 -1.6936 1.2995 2.0206
C14 -2.7713 1.0095 2.8422
C15 -2.5842 0.1722 4.0709
C16 -4.0233 1.4990 2.4942
C17 -4.1839 2.2660 1.3541
C18 -3.1162 2.5545 0.5193
C19 -3.2957 3.3855 -0.7153
C20 -0.0748 -1.8520 0.7267
H1 5.6317 -1.5800 -2.3990
H2 5.8978 -1.2197 -0.6922
H3 5.9160 0.0830 -1.8814
H4 3.7717 0.0898 -0.6366
H5 3.5109 -0.2601 -2.3398
H6 3.7039 -2.3376 -0.1118
H7 3.4330 -2.7117 -1.8181
H8 1.9270 -2.5790 1.1020
H9 0.4978 -4.5618 0.6067
H10 1.9373 -4.4645 -0.4109
H11 -0.9058 -3.7085 -1.2191
H12 0.0449 -5.0530 -1.8365
H13 0.0398 -3.0412 -3.3815
H14 1.6490 -3.5477 -2.8740
H15 1.5214 -1.1419 -2.7301
H16 -1.1866 -1.5706 -1.8686
H17 -0.3865 -0.0364 -2.1854
H18 -1.3882 -0.2500 0.1225
H19 1.5234 0.0738 0.0281
H20 -0.7527 3.2978 -0.3326
H21 -0.7066 0.9518 2.2857
H22 -3.2841 0.4659 4.8496
H23 -1.5705 0.2654 4.4528
H24 -2.7627 -0.8780 3.8366
H25 -4.8758 1.2862 3.1221
H26 -5.1634 2.6473 1.1035
H27 -4.3507 3.5707 -0.8990
H28 -2.8725 2.8827 -1.5843
H29 -2.7968 4.3501 -0.6077
H30 -0.9178 -2.5391 0.6623
H31 0.0189 -1.5465 1.7689